# 1
# C19H24N2S

A structure of composition C19H24N2S at a distorted geometry (ωB97M-V/def2-TZVPD, the Open Molecules 2025 dataset).

Output
total charge: 0
E: -1245.4938 hartree
molar mass: 312.48 g/mol
energy relative to the best compared isomer or geometry (same formula, charge and spin): 408.0 kcal/mol
gap between HOMO and LUMO: 8.60 eV

Positions of all 46 atoms, in Å:
C 4.653 3.428 -1.410
C 5.189 1.908 -1.460
C 4.188 0.766 -1.731
C 3.531 0.201 -0.669
H 3.071 -0.742 -1.217
H 4.313 -0.037 0.044
C 2.554 1.358 -0.022
N 1.536 0.241 0.632
C 1.604 0.258 1.991
S 0.458 -0.490 2.934
N 2.636 1.063 2.591
H 2.789 1.294 3.427
C 3.113 1.805 1.101
H 4.153 1.902 1.412
H 2.779 2.800 1.328
C 0.424 -0.096 -0.134
H 0.727 -0.415 -1.280
H 0.106 -1.070 0.329
C -0.870 0.579 -0.160
C -1.924 0.160 -0.958
C -1.989 0.313 -2.375
C -3.015 -0.053 -3.006
C -3.918 -1.115 -2.466
C -3.786 -1.341 -1.145
C -4.537 -2.720 -0.541
C -4.583 -2.873 0.669
C -3.527 -2.204 1.264
C -2.681 -1.384 1.067
C -2.736 -0.773 -0.442
H -1.969 -0.816 1.530
H -3.404 -2.600 2.578
H -5.096 -3.656 1.040
H -5.439 -2.914 -1.237
H -4.654 -1.591 -3.311
H -3.134 0.096 -4.239
H -1.463 1.082 -2.605
H -0.448 1.455 -0.774
H -1.239 1.191 0.837
H 2.133 1.858 -0.623
H 4.933 0.166 -2.152
H 3.461 1.398 -2.567
H 5.817 1.998 -0.343
H 6.211 2.030 -2.209
H 4.352 3.690 -2.531
H 5.629 4.066 -1.139
H 3.802 3.406 -0.762

Atom charges from the Mulliken analysis, given in e for atoms 1 to 5: number 1, C, carries -0.902; number 2, C, carries -0.607; number 3, C, carries -0.348; number 4, C, carries -0.482; number 5, H, carries 0.258

---

# 2
# C4H7FN2

An isolated molecule of C4H7FN2 at a distorted geometry (ωB97M-V/def2-TZVPD, the Open Molecules 2025 dataset).

Output
total charge: 0
E: -365.8402 hartree
molar mass: 102.11 g/mol
energy relative to the best compared isomer or geometry (same formula, charge and spin): 86.8 kcal/mol
gap between HOMO and LUMO: 8.93 eV

Positions of all 14 atoms, in Å:
C 0.302 -2.012 0.219
C 0.771 0.157 1.037
C -1.234 -0.377 -0.154
C 0.182 1.385 -0.938
N 1.073 -1.267 0.743
N -0.330 0.603 0.095
F -2.325 -0.504 0.767
H 0.293 -3.065 0.209
H 0.477 0.068 2.031
H 1.622 0.730 0.749
H -1.757 -0.529 -1.174
H -0.681 1.735 -1.655
H 0.660 2.153 -0.289
H 0.946 0.922 -1.640

Atom charges from the Mulliken analysis, given in e for atoms 1 to 5: number 1, C, carries -0.153; number 2, C, carries -0.366; number 3, C, carries -0.307; number 4, C, carries -0.828; number 5, N, carries -0.360

---

# 3
# C36H37F5O5S

A structure of composition C36H37F5O5S (ωB97M-V/def2-TZVPD, the Open Molecules 2025 dataset).

Output
total charge: 0
E: -2667.6601 hartree
molar mass: 676.74 g/mol
gap between HOMO and LUMO: 9.91 eV

Positions of all 84 atoms, in Å:
C -2.177 0.712 -0.598
C -2.120 1.923 -1.526
C -3.395 2.177 -2.340
O -4.326 1.119 -2.138
C -5.417 1.124 -3.013
C -6.648 1.737 -2.369
C -7.992 1.248 -2.864
O -8.910 1.756 -1.879
S -8.157 1.865 -0.468
O -8.708 0.922 0.435
O -8.060 3.240 -0.124
O -6.746 1.338 -0.968
H -1.251 0.668 -0.020
H -2.262 -0.217 -1.161
H -3.005 0.769 0.109
H -1.878 2.815 -0.945
H -1.279 1.765 -2.205
H -3.166 2.257 -3.409
H -3.852 3.125 -2.026
H -5.197 1.703 -3.919
H -5.621 0.090 -3.309
H -6.586 2.829 -2.354
H -8.285 1.578 -3.856
H -8.016 0.158 -2.783
F -0.425 2.507 2.188
C -1.373 1.981 2.999
C -2.441 2.773 3.364
C -3.428 2.219 4.167
C -3.332 0.899 4.587
C -2.245 0.128 4.202
C -1.250 0.665 3.397
H -2.495 3.797 3.021
H -4.278 2.821 4.459
H -4.107 0.472 5.210
H -2.167 -0.902 4.526
H -0.398 0.079 3.076
F 1.689 -0.938 1.779
C 2.494 0.034 1.281
C 3.306 -0.275 0.211
C 4.138 0.716 -0.289
C 4.133 1.985 0.276
C 3.297 2.264 1.350
C 2.468 1.280 1.869
H 3.296 -1.274 -0.206
H 4.795 0.491 -1.119
H 4.781 2.756 -0.120
H 3.288 3.252 1.790
H 1.806 1.474 2.701
F 6.118 -1.786 0.354
C 6.216 -1.703 1.700
C 5.449 -2.551 2.474
C 5.555 -2.460 3.854
C 6.412 -1.535 4.434
C 7.167 -0.693 3.629
C 7.074 -0.772 2.247
H 4.782 -3.260 2.002
H 4.963 -3.118 4.477
H 6.489 -1.468 5.511
H 7.833 0.033 4.077
H 7.651 -0.126 1.599
F 3.349 -7.004 -0.018
C 2.337 -6.237 0.438
C 1.157 -6.847 0.810
C 0.121 -6.049 1.277
C 0.278 -4.673 1.364
C 1.477 -4.085 0.984
C 2.522 -4.871 0.515
H 1.058 -7.921 0.730
H -0.812 -6.509 1.575
H -0.534 -4.057 1.727
H 1.600 -3.014 1.052
H 3.466 -4.441 0.208
F -0.395 3.284 -5.312
C 0.634 2.442 -5.074
C 1.014 2.213 -3.768
C 2.065 1.340 -3.525
C 2.718 0.719 -4.582
C 2.315 0.971 -5.886
C 1.263 1.838 -6.145
H 0.500 2.715 -2.961
H 2.371 1.145 -2.505
H 3.537 0.040 -4.389
H 2.823 0.491 -6.712
H 0.929 2.046 -7.152

Atom charges from the Mulliken analysis, given in e for atoms 1 to 5: number 1, C, carries -1.201; number 2, C, carries 0.098; number 3, C, carries -0.488; number 4, O, carries -0.236; number 5, C, carries -0.768

---

# 4
# C31H21Cl3MoN2O5S

A structure of composition C31H21Cl3MoN2O5S at a distorted geometry (ωB97M-V/def2-TZVPD, the Open Molecules 2025 dataset).

Output
total charge: +2
E: -3525.9465 hartree
molar mass: 735.88 g/mol
energy relative to the best compared isomer or geometry (same formula, charge and spin): 0.0 kcal/mol
gap between HOMO and LUMO (alpha / beta): 4.31 / 4.31 eV

Positions of all 64 atoms, in Å:
Mo 0.507 -1.063 1.313
C 5.809 -1.591 -0.764
O 4.562 -1.266 -0.165
C 4.401 -0.042 0.356
C 5.382 0.950 0.435
C 5.105 2.198 0.980
C 3.853 2.499 1.471
C 2.839 1.524 1.441
C 1.575 1.750 2.044
N 0.624 0.836 2.126
N -0.435 1.183 2.890
C -1.230 0.173 3.091
O -0.880 -0.968 2.506
C -2.398 0.324 3.928
C -2.762 1.613 4.355
C -3.855 1.776 5.177
C -4.589 0.669 5.585
C -4.242 -0.607 5.156
C -3.154 -0.786 4.327
C 3.120 0.253 0.870
O 2.130 -0.631 0.854
H 5.687 -2.589 -1.175
H 6.613 -1.604 -0.027
H 6.054 -0.898 -1.571
H 6.380 0.746 0.086
H 5.901 2.922 1.033
H 3.638 3.463 1.902
H 1.375 2.701 2.532
H -2.169 2.454 4.034
H -4.138 2.760 5.517
H -5.435 0.805 6.240
H -4.821 -1.458 5.479
H -2.864 -1.775 4.001
Cl 2.255 -8.112 -0.234
C 1.760 -6.549 0.220
C 1.104 -6.364 1.438
C 0.673 -5.103 1.807
Cl -0.099 -4.759 3.302
C 0.884 -4.008 0.949
O 0.492 -2.786 1.243
C 1.576 -4.214 -0.261
Cl 1.831 -2.806 -1.211
C 2.010 -5.468 -0.632
H 0.955 -7.205 2.096
H 2.550 -5.608 -1.554
C -3.744 5.107 -7.257
C -3.044 4.477 -6.114
O -2.199 4.910 -5.406
S -3.645 2.737 -5.907
C -2.826 2.044 -4.525
C -2.362 2.785 -3.432
C -1.806 2.138 -2.355
C -1.682 0.734 -2.337
C -2.152 -0.003 -3.441
C -2.723 0.644 -4.507
C -1.082 0.101 -1.243
C -0.538 -0.406 -0.267
H -3.923 6.160 -7.038
H -4.677 4.600 -7.496
H -3.101 5.060 -8.138
H -2.447 3.861 -3.427
H -1.477 2.707 -1.499
H -2.045 -1.077 -3.448
H -3.093 0.082 -5.352

Atom charges from the Mulliken analysis, given in e for atoms 1 to 5: number 1, Mo, carries 1.522; number 2, C, carries -0.964; number 3, O, carries -0.317; number 4, C, carries 0.156; number 5, C, carries -0.519

---

# 5
# C2H10N3RuS

A structure of composition C2H10N3RuS at a distorted geometry (ωB97M-V/def2-TZVPD, the Open Molecules 2025 dataset).

Output
total charge: +1
2S+1: 5
E: -739.1947 hartree
molar mass: 209.26 g/mol
energy relative to the best compared isomer or geometry (same formula, charge and spin): 0.0 kcal/mol
gap between HOMO and LUMO (alpha / beta): 7.93 / 5.67 eV

Positions of all 17 atoms, in Å:
C 0.423 -2.041 1.080
Ru 0.643 0.793 -0.352
N -1.107 1.647 -1.017
N 0.734 -0.673 -1.899
H -0.958 2.645 -0.986
H -0.570 -1.981 0.703
H 0.380 -2.201 2.174
H 0.967 -1.129 0.758
H 0.879 -3.034 0.886
H 1.279 -0.181 -2.646
H -0.157 -0.947 -2.322
H 1.226 -1.548 -1.712
H -1.381 1.486 -1.974
H -1.959 1.524 -0.475
S -0.269 2.535 3.879
C -0.141 1.770 2.510
N 0.010 1.336 1.394

Atom charges from the Mulliken analysis, given in e for atoms 1 to 5: number 1, C, carries -0.860; number 2, Ru, carries 0.810; number 3, N, carries -0.749; number 4, N, carries -0.753; number 5, H, carries 0.370